{"formula": "C14H13ClN2O2S", "method": "wB97M-V/def2-TZVPD", "charge": 0, "smiles": "O=C(NC(=S)NCCc1ccc(Cl)cc1)c1ccco1", "de_lowest_kcal_mol": 0.00, "species": ["O", "C", "N", "C", "N", "C", "H", "H", "C", "C", "C", "C", "C", "C", "C", "H", "H", "Cl", "H", "H", "H", "H", "H", "S", "H", "C", "C", "C", "C", "O", "H", "H", "H"], "xyz": [[-0.441, -0.343, -1.717], [-0.640, -1.184, -0.854], [0.362, -1.856, -0.198], [1.698, -1.488, -0.132], [2.128, -0.597, -1.031], [3.287, 0.229, -0.788], [4.134, -0.417, -0.545], [3.498, 0.761, -1.716], [3.048, 1.226, 0.376], [1.589, 1.579, 0.464], [0.791, 1.007, 1.448], [-0.578, 1.206, 1.461], [-1.156, 1.993, 0.480], [-0.378, 2.600, -0.492], [0.987, 2.386, -0.495], [1.592, 2.845, -1.264], [-0.840, 3.214, -1.248], [-2.871, 2.205, 0.465], [-1.192, 0.746, 2.220], [1.242, 0.382, 2.205], [3.359, 0.760, 1.311], [3.657, 2.114, 0.211], [1.391, -0.195, -1.611], [2.630, -2.182, 1.035], [0.089, -2.548, 0.491], [-1.982, -1.549, -0.417], [-3.197, -1.060, -0.833], [-4.169, -1.710, -0.047], [-3.482, -2.543, 0.787], [-2.165, -2.456, 0.576], [-3.812, -3.222, 1.548], [-5.230, -1.575, -0.092], [-3.350, -0.328, -1.598]], "forces_ev_per_a": [[-0.29, -0.12, 0.02], [0.26, -0.01, -0.05], [-0.13, -0.14, -0.09], [0.21, -0.07, -0.21], [-0.61, -0.08, -0.18], [0.36, -0.01, 0.19], [-0.03, 0.12, -0.13], [0.00, -0.04, 0.03], [-0.03, -0.10, -0.07], [0.09, 0.12, 0.12], [0.06, 0.12, -0.01], [-0.14, 0.06, -0.06], [0.25, -0.02, 0.04], [-0.07, 0.02, 0.03], [-0.03, -0.01, 0.16], [0.08, 0.07, -0.11], [-0.08, 0.05, -0.07], [-0.28, 0.10, 0.00], [-0.09, -0.02, 0.06], [0.07, -0.08, 0.04], [0.04, 0.05, -0.03], [0.06, 0.01, 0.03], [0.12, -0.15, 0.11], [0.35, -0.21, 0.44], [0.15, 0.17, -0.08], [-1.07, 0.64, -0.62], [0.98, -0.27, 0.12], [0.19, -0.39, 0.40], [-0.81, 0.23, -0.18], [0.54, -0.10, 0.10], [0.07, -0.11, 0.11], [-0.23, -0.02, 0.05], [0.04, 0.17, -0.16]]}